37
Properties=species:S:1:pos:R:3 method="wB97M-V/def2-TZVPD" total_charge=+2 gap_ev=3.393 homo_ev=-15.18 spin_multiplicity=1 energy_ev=-44660.1068
C 2.32 -3.18 0.74
C 1.27 -2.96 -0.03
C 0.20 -2.26 -0.99
C -0.83 -1.25 -0.19
C -1.88 -0.77 -1.39
O -2.82 0.05 -1.19
O -1.77 -1.32 -2.68
C -1.74 -2.20 0.73
O -2.97 -2.37 0.49
O -1.27 -2.95 1.88
N -0.25 -0.06 0.35
C -0.12 0.13 1.79
C -0.59 1.63 2.26
C -1.89 2.16 1.47
S -1.72 4.03 1.39
C 1.02 0.42 -0.28
C 0.90 0.94 -1.79
O 0.10 2.17 -1.72
C 2.36 1.39 -2.31
F 3.21 1.90 -1.29
F 2.21 2.38 -3.31
F 2.95 0.21 -2.89
H 3.28 -3.37 1.36
H 0.68 -1.78 -1.90
H -0.48 -3.10 -1.39
H 1.01 0.09 2.06
H -0.64 -0.57 2.51
H 0.31 2.36 2.24
H -0.88 1.54 3.38
H -1.97 1.82 0.38
H -2.87 1.99 2.07
H -0.42 4.18 0.87
H 1.91 -0.32 -0.16
H 1.35 1.35 0.33
H 0.38 0.24 -2.52
H -0.50 2.22 -2.50
Hf 0.15 -4.74 2.23

---

16
Properties=species:S:1:pos:R:3 method="wB97M-V/def2-TZVPD" e_above_lowest_ev=2.4089 gap_ev=8.429 smiles="CCNN(C)P=S" homo_ev=-8.80 spin_multiplicity=1 energy_ev=-26359.5069
C 1.31 1.72 0.09
C 0.73 0.54 -0.62
N -0.14 0.03 0.50
N -1.03 -0.92 0.05
C -0.28 -2.18 0.22
P -2.67 -0.57 -0.29
S -2.91 1.34 0.02
H 1.57 1.54 1.07
H 2.32 1.99 -0.36
H 0.49 2.62 0.11
H 0.23 0.89 -1.46
H 1.56 -0.10 -0.83
H -0.75 0.89 0.86
H -0.94 -3.14 -0.03
H 0.48 -2.33 -0.52
H 0.04 -2.33 1.19

---

16
Properties=species:S:1:pos:R:3 method="wB97M-V/def2-TZVPD" total_charge=+1 e_above_lowest_ev=2.0525 gap_ev=10.308 smiles=CSC1([NH3+])CC1 homo_ev=-13.70 spin_multiplicity=1 energy_ev=-16626.9135
C -2.32 0.59 -0.54
S -1.53 -0.74 0.44
C 0.20 -0.30 0.22
N 0.77 0.63 1.46
C 1.03 -0.14 -0.98
C 1.28 -1.30 -0.08
H -3.06 0.12 -1.26
H -1.59 1.07 -1.06
H -2.82 1.19 0.09
H 0.13 0.34 2.17
H 0.58 1.56 1.13
H 1.80 0.40 1.44
H 1.69 0.63 -1.05
H 0.56 -0.37 -1.91
H 0.99 -2.35 -0.44
H 2.30 -1.33 0.36

---

107
Properties=species:S:1:pos:R:3 method="wB97M-V/def2-TZVPD" e_above_lowest_ev=1.2545 gap_ev=9.228 smiles=COC[C@H](C)N.COC[C@H](C)N.COC[C@H](C)N.OCCO.OCCO.OCCO.OCCO.OCCO.O.O homo_ev=-9.08 spin_multiplicity=1 energy_ev=-59074.6255
C -8.04 -10.66 -16.13
O -9.11 -9.73 -16.03
C -9.35 -8.97 -17.24
C -8.18 -7.91 -17.57
C -8.05 -6.74 -16.58
N -8.33 -7.26 -18.89
H -8.07 -11.17 -15.17
H -7.15 -10.03 -16.14
H -8.17 -11.32 -16.99
H -9.68 -9.61 -18.07
H -10.20 -8.35 -16.95
H -7.22 -8.44 -17.46
H -8.96 -6.13 -16.57
H -7.29 -6.06 -16.96
H -7.77 -7.08 -15.58
H -7.58 -6.59 -18.97
H -8.25 -7.91 -19.66
C 0.40 -18.80 -19.90
O 1.21 -18.90 -18.73
C 1.41 -20.15 -18.32
C 2.91 -20.57 -18.58
C 3.41 -20.65 -20.07
N 3.15 -21.86 -18.06
H 0.14 -17.79 -20.21
H -0.61 -19.12 -19.65
H 0.69 -19.41 -20.75
H 1.21 -20.24 -17.25
H 0.73 -20.83 -18.82
H 3.50 -19.80 -18.07
H 2.79 -21.38 -20.59
H 4.46 -20.90 -20.18
H 3.09 -19.69 -20.49
H 4.10 -21.93 -17.72
H 2.61 -22.20 -17.27
C -2.67 -25.61 -16.60
O -2.14 -25.08 -15.37
C -1.17 -24.06 -15.60
C -0.87 -23.26 -14.29
C -1.90 -22.10 -14.16
N 0.48 -22.76 -14.19
H -3.05 -26.63 -16.53
H -2.07 -25.44 -17.50
H -3.55 -25.12 -17.01
H -0.29 -24.57 -16.00
H -1.47 -23.37 -16.39
H -0.93 -23.96 -13.45
H -1.96 -21.33 -14.92
H -1.91 -21.68 -13.15
H -2.84 -22.60 -14.41
H 1.16 -23.49 -14.32
H 0.43 -22.72 -13.18
O -5.57 -16.43 -10.33
C -4.43 -16.04 -11.22
C -3.30 -15.55 -10.31
O -3.76 -14.24 -10.09
H -6.30 -16.39 -10.94
H -4.33 -16.95 -11.81
H -4.81 -15.26 -11.88
H -2.30 -15.61 -10.75
H -3.32 -16.08 -9.36
H -4.53 -14.31 -9.52
O -3.26 -17.85 -25.50
C -3.10 -17.24 -24.27
C -3.19 -15.71 -24.37
O -3.31 -15.18 -23.11
H -3.76 -18.67 -25.43
H -3.91 -17.52 -23.58
H -2.13 -17.58 -23.91
H -3.94 -15.28 -25.03
H -2.29 -15.30 -24.83
H -4.22 -15.14 -22.79
O -5.43 -19.23 -17.12
C -6.79 -19.16 -17.08
C -7.39 -19.48 -15.70
O -7.54 -18.28 -14.99
H -5.02 -18.45 -16.74
H -7.16 -18.20 -17.46
H -7.25 -19.78 -17.85
H -6.61 -20.06 -15.19
H -8.33 -20.03 -15.77
H -8.15 -17.74 -15.51
O -1.72 -14.05 -17.09
C -3.08 -14.34 -17.52
C -3.95 -14.80 -16.32
O -3.33 -16.07 -15.89
H -1.35 -14.86 -16.71
H -3.61 -13.49 -17.96
H -3.02 -15.14 -18.25
H -5.01 -14.96 -16.50
H -3.82 -14.11 -15.49
H -2.37 -16.07 -15.99
O -3.42 -10.22 -14.48
C -2.78 -9.52 -15.54
C -2.52 -7.96 -15.24
O -3.64 -7.15 -15.39
H -2.84 -10.14 -13.72
H -1.79 -9.90 -15.79
H -3.41 -9.63 -16.42
H -1.71 -7.56 -15.86
H -2.21 -7.83 -14.20
H -4.06 -7.05 -14.53
O 3.29 -12.23 -14.72
H 2.52 -12.78 -14.88
H 3.33 -12.14 -13.77
O 1.24 -16.42 -15.46
H 1.40 -17.17 -16.03
H 1.69 -16.64 -14.64

---

64
Properties=species:S:1:pos:R:3 method="wB97M-V/def2-TZVPD" gap_ev=8.105 homo_ev=-7.65 spin_multiplicity=1 energy_ev=-33656.7698
C -0.10 2.53 6.49
C -0.18 1.35 5.57
O 0.35 0.21 6.39
C 0.55 -0.89 5.75
O 0.03 -0.98 4.55
C 1.26 -1.04 3.79
O 2.11 -0.03 4.18
C 3.26 0.36 3.40
C 0.59 -0.80 2.41
C -0.49 -1.67 2.17
C -1.54 -1.29 1.36
C -1.59 0.02 0.84
C -2.87 0.54 0.25
C -0.44 0.80 0.92
C 0.67 0.38 1.65
C 1.68 -1.69 6.04
C 1.57 -1.61 7.64
C 2.31 -0.47 8.29
C 3.79 -0.72 8.58
C 4.72 -0.18 7.48
C 6.15 -0.73 7.61
C 6.30 -2.16 7.08
C 6.64 -2.26 5.58
C 5.80 -3.28 4.78
C 4.57 -2.68 4.07
C 3.24 -3.32 4.40
C 2.64 -2.75 5.72
O 3.20 -3.32 6.68
H -0.44 3.41 5.95
H -0.72 2.38 7.37
H 0.94 2.70 6.80
H -1.21 1.11 5.28
H 0.46 1.48 4.69
H 1.64 -2.06 3.83
H 3.09 1.36 2.98
H 4.11 0.43 4.10
H 3.50 -0.36 2.60
H -0.50 -2.63 2.68
H -2.37 -1.97 1.18
H -2.79 1.60 0.01
H -3.15 0.00 -0.67
H -3.70 0.41 0.95
H -0.43 1.79 0.43
H 1.58 0.99 1.66
H 0.50 -1.52 7.91
H 1.96 -2.56 8.00
H 1.82 -0.26 9.25
H 2.20 0.44 7.68
H 3.97 -1.79 8.74
H 4.05 -0.21 9.52
H 4.74 0.92 7.56
H 4.29 -0.40 6.49
H 6.44 -0.73 8.67
H 6.82 -0.05 7.07
H 5.39 -2.74 7.29
H 7.12 -2.65 7.64
H 7.69 -2.58 5.50
H 6.58 -1.27 5.11
H 5.49 -4.11 5.43
H 6.45 -3.71 4.00
H 4.74 -2.74 2.99
H 4.51 -1.60 4.30
H 3.38 -4.40 4.57
H 2.56 -3.25 3.54

---

13
Properties=species:S:1:pos:R:3 method="wB97M-V/def2-TZVPD" e_above_lowest_ev=3.1299 gap_ev=9.743 smiles="CC1=N[C@]1(C)O" homo_ev=-8.84 spin_multiplicity=1 energy_ev=-7796.5144
C 0.64 1.10 -1.66
C 0.17 -0.11 -0.94
N 0.14 -1.30 -0.77
C -0.57 -0.44 0.29
C 0.23 -0.37 1.59
O -1.95 -0.48 0.41
H 0.78 1.73 -0.73
H -0.05 1.59 -2.32
H 1.61 0.80 -2.24
H 0.29 -1.42 1.91
H -0.25 0.25 2.28
H 1.32 -0.14 1.29
H -2.35 -1.21 0.88

---

21
Properties=species:S:1:pos:R:3 method="wB97M-V/def2-TZVPD" s2=0.75 e_above_lowest_ev=0.6758 gap_ev="10.345 / 8.386" homo_ev="-9.27 / -10.43" spin_multiplicity=2 energy_ev=-76489.7312
Br 2.29 -1.82 2.15
H -0.61 -0.85 0.98
C -0.78 -0.32 0.02
C -2.06 0.57 0.03
C -3.37 -0.23 0.01
C 0.54 0.42 -0.19
C 1.85 -0.42 -0.12
C 3.10 0.50 -0.31
H -0.89 -1.11 -0.73
H -2.03 1.30 0.87
H -1.96 1.17 -0.90
H -4.26 0.38 -0.09
H -3.40 -0.90 -0.85
H -3.44 -0.78 0.94
H 0.51 0.96 -1.19
H 0.63 1.21 0.60
H 1.89 -1.10 0.82
H 1.84 -1.09 -0.97
H 4.00 -0.13 -0.21
H 3.03 0.95 -1.34
H 3.13 1.29 0.47

---

7
Properties=species:S:1:pos:R:3 method="wB97M-V/def2-TZVPD" e_above_lowest_ev=0.1179 gap_ev=8.242 smiles="N/N=P/S" homo_ev=-8.23 spin_multiplicity=1 energy_ev=-23151.1022
N -0.46 1.34 0.79
N 0.17 0.53 -0.02
P -0.61 -0.84 -0.73
S 1.10 -1.70 -1.67
H -1.56 1.28 0.92
H 0.16 1.90 1.36
H 1.20 -2.51 -0.64